Here is a 3-piece molecular cluster, C2Br2F2N2 overall in a non-equilibrium geometry from OMol25. Energies are from wB97M-V/def2-TZVPD.

Properties
- LUMO level: -1.5 eV
- Orbital gap: 0.32411 hartree
- Structure (SMILES): BrBr.N#CF.N#CF
- E_tot: -5533.3673 Eh
- Energy above the lowest of the compared OMol25 structures with the same formula, charge and spin: 0.4 kJ/mol

Atoms and positions in Å:
Br (1.6279, 2.7591, -3.1256)
Br (1.4329, 0.4976, -3.3929)
N (1.1097, -1.4157, 0.8045)
C (0.2950, -1.6822, 1.5514)
F (-0.5953, -2.0719, 2.3554)
N (-2.2740, 0.1875, 1.0815)
C (-1.3201, 0.6388, 0.6464)
F (-0.2762, 1.0868, 0.0791)

Löwdin atomic charge list, values in e, 6 entries: 0.00, 0.00, 0.18, -0.36, 0.19, 0.18

---

Here is one molecule with the formula C2H2N2O2 in a non-equilibrium geometry from OMol25. Energies are from wB97M-V/def2-TZVPD.

Properties
- LUMO level: 0.7 eV
- Orbital gap: 0.38929 hartree
- Structure (SMILES): C1=NOC=NO1
- E_tot: -337.2461 Eh
- Energy above the lowest of the compared OMol25 structures with the same formula, charge and spin: 468.3 kJ/mol

Atoms and positions in Å:
C (0.9033, 0.8024, -0.0759)
N (-0.1931, 1.3949, -0.0830)
O (-1.2695, 0.4733, 0.1146)
C (-0.9234, -0.8233, 0.0100)
N (0.2162, -1.3767, -0.1320)
O (1.3535, -0.4650, 0.1497)
H (1.7599, 1.3563, 0.0362)
H (-1.8469, -1.3619, -0.0196)

Löwdin atomic charge list, values in e, 6 entries: -0.23, 0.13, -0.04, -0.21, 0.12, -0.02

---

Here is a 2-piece molecular cluster, C3H6NS overall in a non-equilibrium geometry from OMol25. Energies are from wB97M-V/def2-TZVPD.

Properties
- LUMO level: -4.4 eV
- Orbital gap: 0.36097 hartree
- Net charge: +1
- E_tot: -570.4105 Eh
- Energy above the lowest of the compared OMol25 structures with the same formula, charge and spin: 282.3 kJ/mol

Atoms and positions in Å:
C (-0.6310, -0.8905, -0.5212)
C (0.6556, 1.1783, -0.1299)
C (0.4101, -0.8861, 0.3739)
N (-0.4788, 0.3147, 0.3358)
S (1.9233, -0.0777, 0.0488)
H (-0.4275, -0.6157, -1.5269)
H (-1.5203, -1.5394, -0.4389)
H (0.3722, 1.4982, -1.0940)
H (0.9754, 2.1383, 0.4023)
H (-0.1002, -1.8091, 1.6129)
H (-1.1787, 0.6890, 0.9371)

Löwdin atomic charge list, values in e, 6 entries: -0.10, -0.35, -0.54, -0.04, 1.02, 0.13

---

Here is one molecule with the formula C7H10O in a non-equilibrium geometry from OMol25. Energies are from wB97M-V/def2-TZVPD.

Properties
- LUMO level: 0.8 eV
- Orbital gap: 0.37187 hartree
- Structure (SMILES): C=C/C=C/CCC=O
- E_tot: -347.8377 Eh
- Energy above the lowest of the compared OMol25 structures with the same formula, charge and spin: 329.6 kJ/mol

Atoms and positions in Å:
C (-0.5363, -2.7415, 1.5472)
C (-1.2931, -1.5841, 1.5812)
C (-1.1396, -0.5968, 0.5304)
C (-0.3625, 0.4978, 0.6138)
C (-0.2638, 1.5064, -0.5459)
C (1.2109, 1.6703, -0.9978)
C (1.5021, 0.8015, -2.1475)
O (2.5458, 0.6322, -2.6645)
H (-0.7359, -3.3411, 2.4913)
H (0.1071, -2.8095, 0.7856)
H (-1.8805, -1.2538, 2.4493)
H (-1.8386, -0.8418, -0.3803)
H (0.2048, 0.6545, 1.5498)
H (-0.7352, 2.4270, -0.0468)
H (-0.9044, 1.0284, -1.2840)
H (1.8711, 1.4691, -0.1105)
H (1.4497, 2.7282, -1.2114)
H (0.7984, -0.2471, -2.1598)

Löwdin atomic charge list, values in e, 6 entries: 0.03, -0.20, -0.18, -0.13, -0.21, -0.18

---

Please write out number 1 again, unchanged.
Here is a 3-piece molecular cluster, C2Br2F2N2 overall in a non-equilibrium geometry from OMol25. Energies are from wB97M-V/def2-TZVPD.

Properties
- LUMO level: -1.5 eV
- Orbital gap: 0.32411 hartree
- Structure (SMILES): BrBr.N#CF.N#CF
- E_tot: -5533.3673 Eh
- Energy above the lowest of the compared OMol25 structures with the same formula, charge and spin: 0.4 kJ/mol

Atoms and positions in Å:
Br (1.6279, 2.7591, -3.1256)
Br (1.4329, 0.4976, -3.3929)
N (1.1097, -1.4157, 0.8045)
C (0.2950, -1.6822, 1.5514)
F (-0.5953, -2.0719, 2.3554)
N (-2.2740, 0.1875, 1.0815)
C (-1.3201, 0.6388, 0.6464)
F (-0.2762, 1.0868, 0.0791)

Löwdin atomic charge list, values in e, 6 entries: 0.00, 0.00, 0.18, -0.36, 0.19, 0.18